# 1
72
Properties=species:S:1:pos:R:3:lowdin_spin:R:1 method="wB97M-V/def2-TZVPD" multiplicity=3 charge=+1 homo_lumo_gap_ev="7.7 / 7.3"
V -0.0856 0.0228 -0.2289 1.874
I 0.0758 -0.0963 2.6970 0.015
C 1.9861 0.0265 3.5119 0.000
C 1.8880 0.0821 4.8806 0.001
C 3.0335 0.1713 5.6975 0.000
C 4.2471 0.1986 5.1025 0.001
C 4.3796 0.1415 3.6920 0.000
C 5.6990 0.1669 3.1760 0.000
C 5.9333 0.1096 1.8414 0.000
C 4.8294 0.0311 0.9801 -0.001
C 3.5263 0.0061 1.4112 -0.001
P 2.4015 -0.0728 -0.0229 -0.006
C 2.8779 1.3268 -1.0559 -0.003
C 2.2788 2.5492 -0.7627 -0.001
C 2.5697 3.6682 -1.5270 0.000
C 3.4535 3.5655 -2.5918 -0.001
C 4.0519 2.3480 -2.8875 0.000
C 3.7668 1.2284 -2.1212 -0.001
C 2.8478 -1.6477 -0.8117 -0.001
C 2.7808 -1.8588 -2.1855 -0.001
C 3.0704 -3.1098 -2.7081 0.000
C 3.4010 -4.1621 -1.8681 -0.002
C 3.4495 -3.9646 -0.4956 0.000
C 3.1815 -2.7121 0.0306 -0.001
C 3.2485 0.0575 2.8254 0.000
H 0.9186 0.0583 5.3537 0.000
H 2.9261 0.2144 6.7704 0.000
H 5.1538 0.2634 5.6884 0.000
H 6.5148 0.2320 3.8835 0.000
H 6.9344 0.1265 1.4398 0.000
H 5.0325 -0.0113 -0.0849 0.000
H 1.5780 2.6484 0.0646 0.001
H 2.1019 4.6137 -1.2942 0.000
H 3.6766 4.4356 -3.1927 0.000
H 4.7414 2.2701 -3.7162 0.000
H 4.2328 0.2819 -2.3650 0.000
H 2.4951 -1.0591 -2.8506 0.000
H 3.0352 -3.2606 -3.7768 0.000
H 3.6230 -5.1357 -2.2810 0.000
H 3.7063 -4.7793 0.1653 0.000
H 3.2442 -2.5686 1.1022 0.000
O -1.3085 -1.4530 -0.1113 0.014
C -2.5382 -1.2961 0.0468 0.027
C -3.2277 -0.0621 0.1631 0.003
C -4.6369 -0.1746 0.2986 0.006
C -5.3800 0.9618 0.4070 0.002
C -4.8001 2.2340 0.3892 0.009
C -3.4419 2.3674 0.2604 0.000
C -2.6249 1.2260 0.1411 0.007
O -1.3291 1.4085 0.0302 0.013
N -6.8542 0.8440 0.5528 0.000
O -7.3197 -0.2726 0.5486 0.001
O -7.4786 1.8781 0.6233 -0.001
H -3.1185 -2.2205 0.1196 0.000
H -5.1241 -1.1403 0.3176 0.000
H -5.4422 3.1001 0.4823 0.000
H -2.9695 3.3383 0.2438 0.000
C 2.1087 -0.1370 -5.5790 0.002
Si 0.3535 0.3807 -5.2563 0.011
C 0.0905 2.1454 -5.7456 0.002
C -0.8441 -0.7482 -6.1028 0.002
C 0.0849 0.2320 -3.4367 0.063
C -0.0063 0.1409 -2.2233 -0.037
H 2.3541 -0.0161 -6.6344 0.000
H 2.2668 -1.1838 -5.3230 0.000
H 2.8100 0.4681 -5.0022 0.000
H 0.2662 2.2873 -6.8121 0.000
H 0.7691 2.8035 -5.2020 0.000
H -0.9282 2.4653 -5.5296 0.000
H -0.7070 -0.7029 -7.1846 0.000
H -1.8735 -0.4675 -5.8850 0.000
H -0.7031 -1.7820 -5.7892 0.000

# 2
76
Properties=species:S:1:pos:R:3:lowdin_spin:R:1 method="wB97M-V/def2-TZVPD" multiplicity=6 charge=-1 homo_lumo_gap_ev="6.8 / 6.5"
Ir 0.2412 -0.5292 -0.8234 2.897
O -1.9773 -1.5808 2.9058 0.001
C -1.7778 -0.4844 3.6772 0.000
C -2.3784 -0.3871 4.9326 0.000
C -2.2411 0.7571 5.6971 -0.001
C -1.5111 1.8315 5.2082 0.001
C -0.9190 1.7307 3.9609 0.000
C -1.0206 0.5799 3.1803 0.006
C -0.3447 0.5548 1.8454 0.009
O 0.0763 -0.5589 1.3665 0.183
N -0.2190 1.7165 1.2523 0.036
N 0.4490 1.5179 0.0515 0.127
C 0.7172 2.5699 -0.6304 0.029
C 1.4077 2.5629 -1.8927 0.019
C 1.5123 3.7815 -2.5884 -0.002
C 2.1184 3.8573 -3.8172 0.019
C 2.6401 2.6834 -4.3850 0.002
C 2.5561 1.4816 -3.7277 0.017
C 1.9469 1.3857 -2.4576 0.015
O 1.9104 0.2215 -1.8560 0.197
H -2.4774 -2.2318 3.4104 0.000
H -2.9676 -1.2225 5.2972 0.000
H -2.7149 0.8110 6.6694 0.000
H -1.3998 2.7344 5.7932 0.000
H -0.3419 2.5502 3.5559 0.000
H 0.3812 3.5247 -0.2275 0.005
H 1.0792 4.6670 -2.1356 0.000
H 2.1796 4.7991 -4.3460 0.001
H 3.1020 2.7239 -5.3646 0.000
H 2.9233 0.5629 -4.1649 0.001
O -0.1735 -0.3172 -4.1607 0.018
C -0.7661 0.5786 -3.5848 0.019
O -0.9820 0.6458 -2.3076 0.303
C -1.3207 1.7596 -4.3200 0.010
C -1.0858 1.8978 -5.6823 0.002
C -1.5724 2.9923 -6.3754 -0.001
C -2.3084 3.9564 -5.6917 0.001
C -2.5508 3.8260 -4.3352 0.023
C -2.0530 2.7229 -3.6352 0.060
S -2.3557 2.5728 -1.9163 0.702
H -0.5048 1.1234 -6.1654 0.001
H -1.3804 3.1000 -7.4352 0.000
H -2.6985 4.8185 -6.2192 0.000
H -3.1257 4.5780 -3.8089 0.009
C 3.0793 -1.7790 4.9425 0.000
C 2.6502 -2.2640 3.5827 0.000
C 1.5494 -3.0962 3.4341 0.001
C 1.1120 -3.5047 2.1805 0.000
C -0.0903 -4.3954 2.0315 0.000
C 1.7948 -3.0672 1.0529 0.004
C 2.9232 -2.2575 1.1710 0.001
C 3.6707 -1.8032 -0.0557 0.001
C 3.3342 -1.8663 2.4390 0.000
C 1.3063 -3.4837 -0.3069 0.014
O 1.5384 -4.6034 -0.7294 0.007
O 0.6119 -2.5981 -0.9565 0.163
H 2.6409 -2.3877 5.7341 0.000
H 2.7635 -0.7462 5.1064 0.000
H 4.1648 -1.8099 5.0518 0.000
H 1.0132 -3.4324 4.3170 0.000
H -0.4248 -4.7632 3.0041 0.000
H 0.1343 -5.2517 1.3933 0.000
H -0.9115 -3.8451 1.5689 0.000
H 3.8785 -2.6445 -0.7191 0.000
H 4.6169 -1.3369 0.2211 0.000
H 3.0983 -1.0755 -0.6359 0.001
H 4.2066 -1.2269 2.5347 0.000
N -2.8023 -0.3881 0.0016 0.006
C -3.9499 -1.0189 0.2931 0.005
C -3.7900 -2.3353 -0.0806 0.003
C -2.4871 -2.4031 -0.6022 0.008
N -1.9110 -1.2149 -0.5487 0.075
H -2.5754 0.5932 0.0835 0.003
H -4.7765 -0.4925 0.7376 0.001
H -4.5073 -3.1313 0.0085 0.001
H -1.9339 -3.2363 -1.0039 0.000

# 3
79
Properties=species:S:1:pos:R:3:mulliken_charge:R:1 method="wB97M-V/def2-TZVPD" charge=-1 homo_lumo_gap_ev="6.3 / 6.3"
Pt 0.0588 -0.0994 -0.8366 1.318
S -0.0111 -3.8448 -3.4158 -0.307
C 0.3663 -4.2938 -1.7980 -0.501
C 0.3470 -3.2418 -0.9381 -0.500
C 0.0391 -2.0117 -1.5676 -0.398
C -0.1881 -2.1686 -2.9159 0.610
C -0.5936 -1.1142 -3.7954 0.699
C -1.0775 -1.3026 -5.0962 -1.072
C -1.4357 -0.2019 -5.8461 -0.511
C -1.3329 1.0649 -5.2791 -1.168
C -0.8616 1.1652 -3.9808 -0.456
N -0.4918 0.1203 -3.2633 0.186
H 0.5675 -5.3237 -1.5761 0.476
H 0.5348 -3.3364 0.1178 0.433
H -1.1704 -2.3047 -5.4911 0.457
H -1.7891 -0.3152 -6.8631 0.417
H -1.5979 1.9500 -5.8385 0.447
H -0.7455 2.1332 -3.5129 0.613
O -3.5957 1.7470 4.0649 -0.603
C -2.4876 0.8829 4.1841 -1.185
C -1.2149 1.5944 4.6887 1.873
C -1.4753 2.0757 6.1369 -1.158
O -0.4222 2.8213 6.7024 -0.547
C -0.8920 2.8240 3.8428 -1.065
Se -0.1537 2.4983 2.0355 -0.046
C -0.0732 0.5829 4.7026 -1.522
Se 0.4682 -0.0970 2.9092 0.017
H -3.8125 1.8308 3.1307 0.361
H -2.2673 0.3965 3.2293 0.418
H -2.7472 0.1034 4.9147 0.459
H -1.6881 1.1944 6.7638 0.385
H -2.3541 2.7258 6.1452 0.409
H 0.4015 2.3537 6.5158 0.369
H -0.1703 3.4619 4.3614 0.419
H -1.8066 3.4028 3.6910 0.487
H -0.3520 -0.2790 5.3147 0.483
H 0.8388 1.0234 5.1244 0.302
O 1.6607 -0.4118 0.7360 -0.377
C 2.9712 -0.1188 0.4207 3.193
C 3.8391 -1.0907 1.1897 -1.177
C 5.1077 -0.9754 1.6648 -0.503
C 5.5351 -2.1312 2.3576 -0.713
C 4.5796 -3.0956 2.3862 -0.612
S 3.1284 -2.6055 1.5937 0.060
C 3.1658 -0.3494 -1.0612 -0.911
C 3.6954 -1.4431 -1.6707 -0.576
C 3.5278 -1.4274 -3.0712 -0.913
C 2.8673 -0.3222 -3.4978 -0.617
S 2.4538 0.7394 -2.2081 0.004
C 3.3751 1.2702 0.8637 -0.242
C 3.3979 1.6938 2.1566 -0.366
C 3.8721 3.0134 2.3027 -0.898
C 4.2099 3.5732 1.1151 -0.606
S 3.9467 2.4980 -0.2026 -0.093
H 5.7223 -0.1010 1.5380 0.589
H 6.5066 -2.2259 2.8165 0.409
H 4.6386 -4.0673 2.8346 0.467
H 4.1756 -2.2434 -1.1372 0.518
H 3.8698 -2.2111 -3.7243 0.437
H 2.6007 -0.0615 -4.5029 0.554
H 3.0760 1.0640 2.9672 0.677
H 3.9694 3.5115 3.2520 0.396
H 4.5714 4.5653 0.9229 0.454
O 0.1091 2.6102 -0.9155 -0.590
C -1.0951 2.3371 -0.9146 0.591
N -1.5744 1.1999 -0.4017 -0.265
S -3.1508 0.9629 -0.7557 1.182
O -3.9576 0.8320 0.4299 -0.716
O -3.2911 -0.0690 -1.7481 -0.677
C -3.4000 2.5849 -1.4876 0.304
C -4.5220 3.2157 -1.9663 -0.757
C -4.3892 4.5162 -2.4456 -0.442
C -3.1445 5.1314 -2.4720 -0.667
C -2.0146 4.4815 -2.0056 -0.341
C -2.1593 3.2050 -1.4760 -0.208
H -5.4708 2.7047 -1.9707 0.479
H -5.2585 5.0472 -2.8048 0.411
H -3.0575 6.1291 -2.8782 0.402
H -1.0374 4.9401 -2.0335 0.542

# 4
76
Properties=species:S:1:pos:R:3:mulliken_charge:R:1 method="wB97M-V/def2-TZVPD" charge=+4 homo_lumo_gap_ev=6.0
Ta -0.1621 -0.0991 -0.2882 0.946
O 1.0512 3.7190 0.6748 -0.507
C 0.4094 2.8271 0.2193 -0.355
N 0.9626 1.5608 -0.1280 1.500
C 2.4231 1.6250 -0.1453 -0.895
C 2.9401 0.3406 -0.6379 -0.279
C 4.2830 0.1609 -0.9019 -0.942
C 4.7286 -1.0739 -1.3303 -0.614
C 3.8050 -2.1026 -1.4909 -0.879
C 2.4820 -1.8596 -1.2286 -0.323
N 2.0344 -0.6490 -0.8000 0.676
C -1.0121 2.9358 -0.1562 0.648
C -1.6480 4.1538 -0.1861 -0.971
C -2.9481 4.2025 -0.6702 -0.542
C -3.5338 3.0294 -1.1271 -1.189
C -2.8248 1.8477 -1.0601 -0.102
N -1.5797 1.7880 -0.5666 0.401
H 2.8116 1.8533 0.8464 0.573
H 2.7499 2.4475 -0.7804 0.669
H 4.9685 0.9886 -0.7618 0.625
H 5.7792 -1.2350 -1.5436 0.499
H 4.1150 -3.0880 -1.8133 0.530
H 1.7471 -2.6327 -1.3603 0.423
H -1.1159 5.0323 0.1566 0.629
H -3.4888 5.1409 -0.7065 0.514
H -4.5367 3.0269 -1.5335 0.522
H -3.2550 0.9315 -1.4295 0.488
N -0.6682 -0.5194 3.9465 -0.010
C 0.7211 -0.4221 4.0795 0.632
C 1.5270 -0.4323 5.2094 -1.270
C 2.8841 -0.3615 4.9902 -0.595
C 3.4080 -0.3130 3.6877 -1.010
C 2.5930 -0.2924 2.5755 -0.260
C 1.2164 -0.3175 2.7865 0.036
N 0.1060 -0.3149 1.8987 0.543
C -0.9743 -0.4688 2.6639 0.305
C -2.2729 -0.6312 2.0600 -0.348
C -3.4675 -0.9012 2.6299 -0.627
S -4.6556 -1.0779 1.4264 -0.089
C -3.5053 -0.7933 0.2274 -0.679
N -2.2943 -0.5626 0.6795 0.597
H -1.3210 -0.6056 4.7124 0.268
H 1.1130 -0.4954 6.2093 0.493
H 3.5617 -0.3598 5.8345 0.447
H 4.4820 -0.2950 3.5572 0.508
H 3.0233 -0.2982 1.5886 0.567
H -3.7141 -1.0031 3.6790 0.499
H -3.7567 -0.8037 -0.8226 0.453
C -0.3236 -1.7388 -4.0494 -1.620
C -0.2270 -0.3556 -3.5177 0.815
O -0.3767 -0.2191 -2.2163 0.310
C 0.0317 0.7670 -4.3053 0.791
C 0.1887 2.0497 -3.7134 0.308
C 0.4779 3.1361 -4.4936 -0.862
C 0.6091 2.9751 -5.8800 -0.474
C 0.4528 1.7256 -6.4838 -0.960
C 0.1649 0.6288 -5.7105 -0.797
H -0.5407 -2.4352 -3.2490 -0.053
H 0.6132 -2.0176 -4.5385 0.458
H -1.1074 -1.8023 -4.8075 0.530
H 0.0887 2.1556 -2.6426 0.451
H 0.6087 4.1164 -4.0524 0.505
H 0.8331 3.8388 -6.4968 0.468
H 0.5564 1.6237 -7.5559 0.469
H 0.0356 -0.3347 -6.1879 0.463
S -0.1403 -2.7389 0.0460 -0.499
C -1.4791 -3.5748 -0.6744 0.629
N -1.5374 -4.9062 -0.4047 -0.016
C -2.5039 -5.7130 -0.8929 -0.115
C -3.4633 -5.1748 -1.6979 -0.835
C -3.3607 -3.8142 -1.9556 -0.019
N -2.3967 -3.0223 -1.4568 -0.210
H -0.8136 -5.3035 0.1852 0.306
H -2.4608 -6.7595 -0.6181 0.476
H -4.2565 -5.7819 -2.1120 0.473
H -4.0870 -3.3320 -2.6023 0.506

# 5
73
Properties=species:S:1:pos:R:3:mulliken_charge:R:1 method="wB97M-V/def2-TZVPD" charge=+1 homo_lumo_gap_ev=7.4
Al -0.3615 0.5118 0.4245 -1.235
N 2.2302 0.9841 1.8719 0.187
P 2.0381 0.8082 0.1732 0.751
C 3.4046 -0.2454 -0.3173 0.645
C 4.7069 0.2513 -0.2197 -0.588
C 5.7724 -0.5746 -0.5366 -0.687
C 5.5380 -1.8795 -0.9642 -0.482
C 4.2431 -2.3619 -1.0767 -0.712
C 3.1687 -1.5462 -0.7501 -0.351
C 2.3435 2.4161 -0.5613 0.451
C 1.9982 2.5428 -1.9109 -0.459
C 2.2427 3.7347 -2.5742 -0.818
C 2.8165 4.8004 -1.8903 -0.464
C 3.1561 4.6750 -0.5510 -0.823
C 2.9235 3.4801 0.1181 0.043
C 1.2450 0.6526 2.7924 0.454
C 1.5202 0.5940 4.1581 -0.983
C 0.5096 0.2641 5.0271 -0.353
C -0.7749 -0.0236 4.5501 -0.852
C -0.9839 0.0308 3.2062 -0.288
N 0.0088 0.3650 2.3280 0.656
H 3.1567 1.0704 2.2461 0.379
H 4.8889 1.2841 0.0621 0.386
H 6.7855 -0.1954 -0.4711 0.414
H 6.3758 -2.5188 -1.2243 0.394
H 4.0657 -3.3743 -1.4214 0.435
H 2.1530 -1.9222 -0.8371 0.494
H 1.5370 1.7119 -2.4422 0.393
H 1.9721 3.8384 -3.6189 0.459
H 2.9988 5.7355 -2.4065 0.438
H 3.5918 5.5141 -0.0171 0.425
H 3.1805 3.3918 1.1723 0.337
H 2.5238 0.8052 4.5115 0.461
H 0.7163 0.2128 6.0919 0.429
H -1.5854 -0.2854 5.2179 0.462
H -1.9502 -0.1986 2.7707 0.599
C 0.2564 8.4799 -0.5067 -1.658
C -0.2212 7.0553 -0.3381 0.590
C -0.1508 6.4207 0.8969 -0.912
C -0.6310 5.1251 1.0812 0.863
C -0.5340 4.4484 2.4332 -1.338
C -1.1961 4.4671 -0.0084 1.450
C -1.2897 5.0746 -1.2619 1.061
C -1.9214 4.3462 -2.4260 -1.540
C -0.7874 6.3627 -1.4062 -0.877
C -1.7771 3.1013 0.2006 -0.776
O -2.9502 2.8835 0.3600 -0.596
O -0.8558 2.1147 0.2233 0.780
H 1.0371 8.7333 0.2168 0.383
H -0.5724 9.1740 -0.3500 0.326
H 0.6447 8.6580 -1.5130 0.386
H 0.2861 6.9488 1.7456 0.386
H -0.4118 5.1828 3.2309 0.496
H 0.3282 3.7708 2.4667 0.022
H -1.4284 3.8583 2.6568 0.329
H -1.3668 3.4320 -2.6653 0.240
H -1.9397 4.9724 -3.3187 0.407
H -2.9503 4.0545 -2.1953 0.352
H -0.8471 6.8459 -2.3814 0.360
I -8.0851 -0.6388 -1.3015 0.122
C -6.0361 -0.9689 -1.1376 -0.007
C -5.4932 -2.1646 -1.5889 -0.484
C -4.1287 -2.3756 -1.4782 -0.694
C -3.3020 -1.4116 -0.9099 0.246
C -3.8661 -0.2181 -0.4682 0.300
C -5.2287 0.0146 -0.5850 -0.778
C -1.8391 -1.7505 -0.8441 0.471
O -1.3976 -2.7544 -1.3171 -0.608
O -0.9945 -0.9118 -0.1869 -0.441
H -6.1290 -2.9248 -2.0283 0.383
H -3.6846 -3.2999 -1.8302 0.484
H -3.2640 0.5848 -0.0800 0.198
H -5.6483 0.9615 -0.2649 0.476

# 6
74
Properties=species:S:1:pos:R:3:lowdin_spin:R:1 method="wB97M-V/def2-TZVPD" multiplicity=4 charge=+2 homo_lumo_gap_ev="7.7 / 6.5"
Tc -0.0346 0.1757 0.4575 2.450
C 1.2248 1.6043 3.0675 0.003
N 0.8582 2.0707 1.7209 0.055
C 2.0766 2.4471 0.9895 0.005
C 2.8975 1.2058 0.7603 0.011
C 4.2783 1.2549 0.7205 -0.001
C 4.9958 0.0809 0.5516 0.010
C 4.3032 -1.1156 0.4604 -0.001
C 2.9240 -1.0901 0.5022 0.007
N 2.2191 0.0484 0.6238 0.012
C -0.1095 3.1711 1.8377 0.005
C -0.6300 3.6440 0.5075 0.003
C -1.2184 4.8950 0.3976 0.001
C -1.7065 5.2954 -0.8337 -0.001
C -1.5704 4.4373 -1.9142 0.002
C -0.9648 3.2116 -1.7103 0.004
N -0.5064 2.8074 -0.5217 0.042
C 0.3297 0.5047 3.5448 0.011
C 0.1345 0.3028 4.8986 -0.001
C -0.6287 -0.7691 5.3257 0.010
C -1.1858 -1.6044 4.3721 -0.002
C -0.9645 -1.3359 3.0394 0.007
N -0.2107 -0.3018 2.6124 0.005
H 1.2240 2.4320 3.7820 0.001
H 2.2435 1.2126 3.0467 0.000
H 2.6664 3.1853 1.5442 0.001
H 1.7915 2.8972 0.0386 0.000
H 4.7829 2.2047 0.8363 0.000
H 6.0768 0.0995 0.5152 0.001
H 4.8172 -2.0606 0.3593 0.000
H 2.3549 -2.0061 0.4438 -0.001
H 0.3385 4.0138 2.3777 0.002
H -0.9449 2.8062 2.4434 0.001
H -1.2892 5.5412 1.2629 0.000
H -2.1739 6.2637 -0.9508 0.000
H -1.9198 4.7118 -2.8992 0.000
H -0.8357 2.5283 -2.5405 0.001
H 0.5813 0.9880 5.6062 0.000
H -0.7925 -0.9429 6.3807 0.000
H -1.7979 -2.4512 4.6461 0.000
H -1.4083 -1.9583 2.2820 0.001
C 1.8744 0.4306 -2.3744 0.007
C 0.4233 0.2428 -2.6764 0.019
C 0.0480 0.1440 -4.0313 -0.004
C -1.2606 0.0134 -4.3767 0.013
C -2.2400 0.0020 -3.3645 0.000
C -3.6193 -0.0828 -3.6639 0.031
C -4.5463 -0.0749 -2.6625 -0.004
C -4.1245 0.0086 -1.3253 0.035
C -2.7894 0.0874 -1.0113 0.020
S -2.2950 0.1494 0.6642 0.215
C -1.8089 0.0891 -2.0257 0.014
N -0.4694 0.1933 -1.6922 0.008
H 2.4178 0.6599 -3.2874 0.000
H 2.3057 -0.4753 -1.9480 0.001
H 2.0182 1.2545 -1.6775 0.002
H 0.8235 0.1785 -4.7827 0.000
H -1.5602 -0.0665 -5.4143 0.001
H -3.9206 -0.1498 -4.7012 0.002
H -5.6018 -0.1371 -2.8871 -0.001
H -4.8558 0.0063 -0.5271 0.000
O 0.3118 -2.9050 0.8934 -0.002
B -0.1382 -1.9322 0.0139 -0.003
O -0.6159 -2.4932 -1.1528 0.000
C -0.4818 -3.8656 -0.9862 0.000
C -0.8240 -4.8740 -1.8563 0.000
C -0.5709 -6.1715 -1.4188 0.001
C -0.0042 -6.4253 -0.1723 0.001
C 0.3365 -5.3926 0.6980 0.000
C 0.0793 -4.1187 0.2491 -0.001
H -1.2659 -4.6697 -2.8214 0.000
H -0.8223 -7.0026 -2.0629 0.000
H 0.1746 -7.4481 0.1286 0.000
H 0.7755 -5.5803 1.6679 0.000

Energy relative to the best compared isomer or geometry (same formula, charge and spin), respectively: 6.6, 20.8, 71.3, 5.1, 0.0, 0.0 kcal/mol.